162
Properties=species:S:1:pos:R:3:forces:R:3:lowdin_charge:R:1 method="wB97M-V/def2-TZVPD" charge=0 lumo_energy_ha=-0.0380 homo_lumo_gap_ev=6.93 homo_energy_ha=-0.2928 smiles="COCc1c(CCCC(=O)O)c(CCOCC(F)(F)F)c(OB(O)O)c2nsnc12.CCOC(C)=O.CCOC(C)=O.CCOC(C)=O.CCOC(C)=O.CCOC(C)=O.CCOC(C)=O.CCOC(C)=O.CCOC(C)=O" fmax_ev_per_a=6.41 total_energy_ev=-120870.1506
C -1.124397 -0.911529 4.299940 -0.005 -0.669 1.348 -0.111
O -2.463038 -0.293742 4.313172 0.402 -0.817 -1.826 -0.227
C -2.959363 -0.296839 2.928628 2.075 0.721 -0.095 -0.152
C -1.852399 0.562560 2.089257 0.680 -0.272 -2.037 -0.043
C -1.089253 -0.072283 0.900260 -0.143 3.424 2.182 -0.042
C -1.405827 -1.594439 0.429474 0.486 0.598 0.207 -0.141
C -2.904049 -1.708833 -0.162818 -0.202 0.575 0.555 -0.157
C -3.760880 -2.932218 0.478402 0.177 0.251 1.257 -0.072
C -5.061885 -2.375135 1.283081 -1.811 1.751 -2.010 -0.379
O -5.871884 -1.591935 0.712516 3.053 -2.903 2.456 0.027
O -5.263767 -2.729567 2.651649 0.154 -0.295 -1.851 0.010
C 0.010434 0.838567 0.169378 -0.600 2.729 1.537 -0.001
C 0.891477 0.238169 -1.056337 -0.159 0.314 0.816 -0.084
C 1.843915 -0.941637 -0.460612 -1.930 -0.597 0.076 -0.192
O 3.129262 -0.457007 0.011271 -1.079 -0.361 1.342 -0.169
C 3.186366 -0.366101 1.445767 0.963 0.487 0.413 -0.085
C 3.534766 -1.737751 2.195463 0.115 -0.800 0.850 -0.341
F 3.755865 -1.404109 3.585252 -0.237 -1.018 -3.294 0.033
F 4.689241 -2.395013 1.670018 -2.795 1.642 1.498 0.063
F 2.483766 -2.701230 2.196836 2.413 2.154 -0.104 0.056
C 0.252729 2.322079 0.632012 -1.524 -3.319 0.141 -0.093
O 1.243082 3.130591 -0.008654 -2.649 0.396 0.346 0.069
B 0.671133 4.308378 -0.631144 -0.051 2.005 -0.327 -0.607
O 1.403431 5.562071 -0.507505 -0.307 -3.300 0.703 0.107
O -0.548704 4.355990 -1.393522 1.471 -0.365 2.063 0.121
C -0.563744 2.927856 1.822818 -1.659 0.212 2.425 -0.172
N -0.521066 4.226725 2.461955 -1.467 -3.752 -0.373 -0.239
S -1.680648 4.221848 3.739411 0.777 -1.954 -2.348 0.896
N -2.397776 2.653372 3.697633 4.550 0.654 -4.467 -0.211
C -1.642949 2.063579 2.592112 -0.117 -1.528 -0.835 -0.209
H -0.999351 -1.672632 3.451028 -0.201 1.249 1.010 0.086
H -0.313731 -0.101705 4.325742 -1.223 -1.399 -0.358 0.087
H -1.057072 -1.511594 5.289309 -0.005 1.134 -1.641 0.104
H -2.932701 -1.390976 2.597956 -0.405 1.618 0.102 0.099
H -3.984653 0.200256 2.844270 1.416 -0.845 0.373 0.135
H -1.212970 -2.281959 1.341642 -0.505 1.102 -1.415 0.106
H -0.655376 -1.953351 -0.376312 -1.209 0.856 1.363 0.112
H -2.839854 -1.763134 -1.312182 -0.225 0.073 2.241 0.107
H -3.460962 -0.746397 0.151589 0.897 -1.449 -0.821 0.113
H -4.144552 -3.659236 -0.325453 0.668 1.180 1.379 0.117
H -3.078815 -3.453649 1.253815 -1.301 0.514 -1.322 0.118
H -5.842868 -3.522513 2.745643 0.623 0.722 -0.295 0.121
H 1.508056 1.092370 -1.529517 -0.925 -1.505 0.866 0.129
H 0.205798 -0.187700 -1.888368 1.093 0.647 1.539 0.132
H 1.927176 -1.807165 -1.224156 0.373 1.781 1.234 0.133
H 1.287162 -1.374447 0.440899 0.765 0.534 -1.209 0.098
H 2.252617 0.068730 1.943512 1.039 -0.784 -0.836 0.147
H 4.050743 0.367594 1.688049 -1.320 -1.426 -0.338 0.163
H 2.136075 5.389249 0.140969 -0.872 0.366 -0.929 0.111
H -1.334910 4.542194 -0.832522 0.643 -0.118 -0.620 0.107
C -6.476627 -0.891307 -5.441491 0.029 0.191 0.116 -0.067
C -6.208473 -2.362196 -5.195417 -0.142 0.242 -0.046 -0.230
O -5.073445 -2.542911 -4.335044 0.390 -0.416 -0.114 0.008
C -5.126217 -2.508392 -2.992380 0.350 0.117 0.454 -0.479
C -6.367077 -1.990426 -2.323888 -0.534 -0.510 0.047 0.018
O -4.151920 -2.824576 -2.337361 -1.046 -0.120 -1.531 0.044
H -6.718177 -0.365170 -4.515621 -0.080 -0.075 -0.054 0.067
H -7.308074 -0.762911 -6.138606 0.066 -0.030 0.034 0.082
H -5.589566 -0.406965 -5.857771 -0.084 -0.122 -0.039 0.086
H -7.082698 -2.890671 -4.806832 0.079 0.089 0.090 0.114
H -5.953607 -2.843461 -6.142876 0.202 -0.042 0.243 0.124
H -6.239531 -0.928663 -2.106424 0.010 -0.107 0.068 0.104
H -6.509761 -2.533943 -1.389238 0.216 0.303 -0.029 0.077
H -7.275072 -2.138668 -2.905228 0.062 0.190 -0.139 0.072
C 6.287199 -1.394595 -5.393854 -0.011 -0.220 0.136 -0.062
C 5.458455 -0.194552 -4.984527 0.265 -0.181 -0.086 -0.229
O 4.109774 -0.580213 -4.678222 -0.497 0.386 -0.166 0.004
C 3.708942 -1.046383 -3.483034 -0.405 -0.452 0.321 -0.489
C 4.746327 -1.453151 -2.475066 0.202 0.342 0.368 0.028
O 2.523680 -1.202822 -3.258171 0.926 0.312 -0.797 0.071
H 6.362333 -2.126955 -4.587295 0.103 0.072 -0.032 0.054
H 7.297106 -1.087063 -5.675891 -0.067 -0.012 0.010 0.081
H 5.824643 -1.905887 -6.242166 0.044 0.143 0.018 0.088
H 5.904414 0.362747 -4.156680 -0.073 -0.128 0.034 0.114
H 5.394518 0.501353 -5.824953 -0.291 -0.067 0.140 0.121
H 4.930427 -2.525862 -2.564323 0.058 0.070 -0.058 0.104
H 4.364676 -1.234951 -1.477460 -0.038 -0.215 -0.193 0.064
H 5.685937 -0.912305 -2.567145 0.069 -0.182 -0.164 0.077
C -1.360666 3.596275 9.292439 -0.129 0.086 -0.147 -0.067
C -0.254369 2.562934 9.359895 -0.127 0.211 -0.043 -0.231
O -0.478255 1.505138 8.415901 0.070 -0.493 0.288 0.006
C -0.114295 1.553421 7.121328 -0.114 -0.102 -0.614 -0.500
C 0.306984 2.861044 6.522881 0.678 0.354 0.116 0.006
O -0.196602 0.570957 6.425356 0.076 0.384 1.049 0.086
H -1.404854 4.076166 8.312497 0.089 0.027 0.076 0.067
H -1.211583 4.370004 10.049381 -0.004 -0.066 -0.038 0.082
H -2.332841 3.124569 9.457211 0.131 0.001 0.074 0.085
H 0.739017 3.000098 9.230249 -0.085 -0.008 -0.113 0.114
H -0.259111 2.096782 10.348349 -0.002 -0.184 -0.243 0.122
H -0.557312 3.326983 6.048094 0.091 -0.055 0.068 0.035
H 1.072028 2.667157 5.768112 -0.293 -0.072 -0.066 0.099
H 0.751586 3.552268 7.236148 -0.191 0.100 0.034 0.072
C -3.943811 -4.593020 7.900583 0.038 -0.225 0.060 -0.066
C -4.706644 -4.005815 6.730447 0.108 0.024 0.276 -0.225
O -4.614874 -4.855431 5.575801 0.023 0.213 -0.500 -0.005
C -5.415488 -5.909196 5.340709 0.065 -0.601 -0.387 -0.530
C -6.291475 -6.423730 6.448676 -0.628 0.230 0.135 0.006
O -5.374149 -6.478384 4.270541 0.118 0.730 0.629 0.088
H -4.355065 -5.557236 8.207159 -0.058 0.096 0.038 0.066
H -3.973765 -3.916601 8.757964 0.010 -0.024 -0.084 0.083
H -2.900447 -4.767708 7.625696 -0.091 0.135 -0.004 0.086
H -5.749544 -3.787223 6.974259 0.034 -0.140 -0.026 0.115
H -4.250466 -3.054069 6.446801 -0.048 -0.211 -0.244 0.126
H -5.775873 -7.235946 6.964161 -0.036 0.066 -0.042 0.098
H -7.216195 -6.804425 6.010328 0.262 -0.153 -0.036 0.093
H -6.585497 -5.662334 7.168095 0.187 -0.054 0.113 0.069
C -7.553429 3.282732 1.467472 -0.091 0.200 0.012 -0.063
C -6.113249 2.841998 1.305063 -0.222 -0.040 0.148 -0.224
O -5.402577 3.721269 0.418537 0.321 -0.186 -0.374 -0.003
C -4.823336 4.874864 0.796211 0.285 0.602 -0.273 -0.527
C -5.142281 5.444927 2.150618 0.318 -0.177 0.555 0.004
O -4.111276 5.479983 0.023044 -0.492 -0.747 0.339 0.090
H -7.622780 4.277039 1.914182 0.009 -0.089 0.079 0.069
H -8.102357 2.581207 2.099916 0.052 0.034 -0.063 0.086
H -8.046334 3.339069 0.493232 0.060 -0.126 0.066 0.074
H -5.591956 2.743375 2.260863 -0.007 0.131 -0.053 0.110
H -6.090999 1.853562 0.838999 0.181 0.204 -0.116 0.122
H -5.956498 6.165749 2.054327 0.055 -0.050 0.002 0.096
H -4.253341 5.953408 2.529356 -0.152 0.114 -0.234 0.077
H -5.404303 4.694434 2.893654 -0.193 0.017 -0.062 0.070
C 11.191673 -4.422205 -5.252180 -0.018 -0.225 0.072 -0.060
C 10.362293 -3.221694 -4.844206 0.227 -0.057 -0.140 -0.226
O 9.011539 -3.607907 -4.539868 -0.440 0.264 -0.091 -0.007
C 8.603254 -4.073668 -3.346914 -0.580 -0.384 0.214 -0.523
C 9.632108 -4.481993 -2.330008 0.282 0.426 0.458 0.008
O 7.420608 -4.228976 -3.126340 0.781 0.325 -0.452 0.086
H 11.265515 -5.154718 -4.445295 0.078 0.083 0.005 0.067
H 12.201785 -4.114419 -5.532709 -0.086 0.028 0.011 0.074
H 10.730038 -4.933212 -6.101167 0.043 0.144 0.019 0.087
H 10.806851 -2.663952 -4.016061 -0.061 -0.114 0.010 0.119
H 10.300828 -2.527323 -5.684968 -0.200 -0.086 0.184 0.104
H 9.814295 -5.554675 -2.416597 -0.018 0.082 0.003 0.098
H 9.241146 -4.261842 -1.334558 -0.120 -0.229 -0.164 0.093
H 10.573524 -3.943103 -2.414363 0.063 -0.157 -0.146 0.069
C -8.471580 6.894138 -2.256879 -0.067 0.129 -0.147 -0.061
C -8.998820 5.990102 -1.161265 0.101 0.124 -0.249 -0.234
O -10.082863 6.613544 -0.455316 0.083 -0.094 0.550 -0.002
C -11.367104 6.583229 -0.855669 -0.766 0.418 0.183 -0.526
C -11.688108 6.113359 -2.247116 -0.089 -0.657 -0.178 0.005
O -12.241513 6.998525 -0.127230 0.936 -0.303 -0.330 0.096
H -9.235288 7.103891 -3.008794 0.049 -0.109 0.005 0.068
H -7.613649 6.435965 -2.754496 -0.043 0.031 0.071 0.086
H -8.164918 7.857310 -1.841049 0.042 -0.151 0.033 0.087
H -9.288306 5.003170 -1.531704 -0.078 0.101 -0.028 0.113
H -8.208952 5.822921 -0.424580 -0.257 0.088 0.093 0.111
H -11.752516 6.977739 -2.910420 0.011 -0.067 0.053 0.098
H -12.652810 5.602500 -2.225821 0.018 0.302 0.040 0.093
H -10.972566 5.397911 -2.647193 0.109 0.175 -0.089 0.068
C 16.105353 -0.067736 -6.465798 -0.046 0.160 -0.141 -0.066
C 15.362089 -1.293114 -5.973922 0.218 0.158 -0.125 -0.231
O 13.942527 -1.074842 -5.984658 -0.281 -0.221 0.463 -0.004
C 13.155941 -1.247191 -7.061992 -0.682 0.232 -0.313 -0.519
C 13.792561 -1.416392 -8.412903 0.198 -0.600 -0.238 0.011
O 11.949978 -1.192738 -6.949738 0.947 -0.063 0.303 0.089
H 15.848864 0.171302 -7.499949 0.080 -0.094 0.027 0.068
H 17.185167 -0.222189 -6.404818 -0.082 0.000 0.015 0.083
H 15.839669 0.805573 -5.864593 0.056 -0.141 0.034 0.086
H 15.623795 -2.196489 -6.530818 -0.086 0.098 -0.060 0.114
H 15.634298 -1.483428 -4.932809 -0.304 0.015 -0.070 0.124
H 13.846724 -0.444584 -8.906832 -0.007 -0.074 0.042 0.100
H 13.170201 -2.088602 -9.006977 -0.094 0.284 0.064 0.095
H 14.782818 -1.865933 -8.380622 0.077 0.207 0.012 0.070